[1]
# C24H33N3O4

The molecule C24H33N3O4 (the ωB97M-V functional and the def2-TZVPD basis, the Open Molecules 2025 dataset).

```
64
Properties=species:S:1:pos:R:3:forces:R:3:lowdin_charge:R:1
C 0.800119 -0.170582 1.932480 0.0761 0.1881 0.1193 -0.097
H 3.079677 3.747246 2.074904 -0.0391 0.0700 0.0050 0.075
H -3.582335 0.315304 4.194789 0.0972 0.1028 -0.0428 0.122
C -2.534598 0.192547 3.915858 -0.0917 -0.0061 -0.0731 -0.082
C 0.133684 0.889802 2.813044 0.2308 -0.4139 0.1262 -0.114
C -2.233651 -1.304350 3.711172 0.1010 0.0999 -0.0331 -0.118
H -4.509940 -3.825028 1.553112 -0.0100 0.0208 -0.0576 0.131
H -1.160785 -1.492152 3.739989 -0.0124 -0.0515 0.0044 0.105
C -4.587956 -2.829716 1.101196 -0.0063 0.0357 0.0037 -0.075
C 1.864819 -0.413848 -1.824075 -0.1580 -0.2492 0.1445 -0.161
H 0.782026 1.772449 2.881714 -0.0277 -0.0266 0.1224 0.132
O 1.999921 2.504080 -0.093850 0.0588 0.1731 -0.0332 0.127
C -3.629543 -2.815157 -0.072654 -0.3654 -0.1342 0.1044 -0.474
O -3.906603 -3.164160 -1.197628 -0.1294 -0.0602 -0.1545 0.071
H 1.981959 0.665964 -1.927497 0.0656 0.0570 -0.0689 0.114
H -1.640445 -2.519039 -0.449585 -0.2301 -0.0473 0.1206 0.144
C 1.066025 -0.464125 -4.179171 -0.1480 -0.1014 0.0123 -0.242
C 0.756533 -0.891506 -2.772584 0.2955 0.1850 -0.0266 -0.159
O 3.142747 1.138126 1.263005 0.0302 -0.2487 0.1843 -0.005
C 0.991110 1.202838 -5.916440 -0.0059 0.0967 -0.0395 -0.085
H -4.797747 -1.905941 3.050682 0.0281 0.0581 0.0185 0.125
H 2.100287 -2.266411 -4.686886 0.0173 -0.1111 0.0455 0.111
H 0.910923 -1.622329 -0.307455 -0.0522 -0.0690 0.0914 0.116
C 1.788904 -1.289584 -5.030042 -0.0195 0.0076 0.0264 -0.047
C 1.035338 0.363139 0.511083 -0.0501 -0.2753 0.0097 -0.354
H 5.095174 1.490186 1.587165 -0.1055 0.0527 -0.0726 0.125
H 0.676041 2.177582 -6.259456 -0.0277 0.0748 -0.0272 0.101
H -0.202586 -0.473454 -2.466593 -0.0785 -0.0557 0.0444 0.106
C -0.926403 1.906427 0.918157 -0.2692 0.0956 -0.4276 -0.104
H 2.667531 -1.531886 -6.964020 0.0373 -0.0496 -0.0511 0.100
N -1.912418 -2.064789 1.486530 0.3355 -0.0069 0.4894 0.108
H -1.918214 0.600502 4.716309 -0.0177 -0.0147 0.0470 0.112
C -2.360410 0.967346 2.614111 -0.0295 0.1087 0.5509 -0.463
H -2.706622 -1.876575 4.512719 0.0648 -0.0049 0.0178 0.120
H -4.493047 -0.761453 1.739012 -0.0173 -0.0404 0.1043 0.122
H 0.139409 -1.037803 1.865107 0.1046 0.0460 0.0021 0.093
H 1.956480 0.693407 -7.758921 0.0142 0.0232 -0.0761 0.099
H -0.113124 1.406269 -0.994587 -0.0358 -0.0483 -0.0976 0.120
H 0.110782 1.440189 -3.983661 -0.0767 0.0714 0.0900 0.112
C 2.107806 -0.877233 -6.311662 0.0737 -0.0320 -0.0775 -0.088
N -1.115329 1.303045 2.222948 0.1558 0.2749 -0.1393 -0.033
C 0.673525 0.787505 -4.635925 0.0049 -0.0296 -0.0027 -0.042
N -2.364205 -2.429382 0.252649 0.2501 0.1622 -0.3711 0.068
H -0.017806 0.504277 3.819468 -0.0020 0.0714 0.0003 0.114
H -1.905094 2.214624 0.548189 0.1871 0.0249 0.0558 0.126
C 1.605155 -0.780808 -0.356348 0.1547 0.2238 -0.0599 -0.115
C -4.236932 -1.754357 2.127700 -0.0387 -0.0911 -0.2999 -0.107
C 1.709585 0.370935 -6.758100 0.0328 0.0259 -0.1053 -0.099
H 2.802700 -0.869301 -2.149968 0.0146 0.0723 -0.0355 0.120
C 4.214463 2.080053 1.325358 0.3065 0.4843 -0.0358 -0.204
C -2.760424 -1.758635 2.384970 -0.1656 -0.2292 -0.0236 -0.302
C -0.286606 0.905448 -0.043441 0.2066 0.2768 0.1594 -0.086
H 0.689962 -1.980896 -2.723916 -0.0764 -0.0158 0.0382 0.117
C 2.082802 1.471829 0.520538 -0.3055 -0.0892 -0.1115 -0.465
H -0.976000 0.073706 -0.192647 -0.0398 -0.0700 -0.0463 0.117
O -3.343149 1.274200 1.958556 -0.3817 -0.0285 -0.1841 0.046
H 4.346856 2.532046 0.337134 0.0496 -0.1264 0.1446 0.124
H 4.807377 3.816724 2.437176 0.0958 0.0926 0.0389 0.077
C 3.946546 3.158534 2.365251 -0.0973 -0.3201 -0.2454 -0.060
H 1.747014 -0.475833 2.377790 0.0050 -0.0521 -0.0072 0.126
H 2.539027 -1.102785 0.109260 -0.0572 -0.0873 0.0490 0.122
H 3.762332 2.707686 3.337908 0.0163 -0.0054 0.1042 0.077
H -5.604945 -2.713007 0.727939 0.1012 -0.0588 -0.0543 0.125
H -0.287724 2.788108 1.022142 -0.0440 -0.0260 0.0061 0.131
```
Positions in Å, forces in eV/Å.

## Properties
Kohn-Sham gap ... 9.608 eV
E ... -38085.369 eV
HOMO ... -9.00 eV
SMILES ... CCOC(=O)C1(CCCc2ccccc2)CCN(C(=O)CCC2=NNC(=O)CC2)CC1
Energy relative to the best compared isomer or geometry (same formula, charge and spin) ... 29.0 kJ/mol
Molar mass ... 427.5 g/mol


[2]
# C24H33N3O5S

The molecule C24H33N3O5S at a distorted geometry (the ωB97M-V functional and the def2-TZVPD basis, the Open Molecules 2025 dataset).

```
66
Properties=species:S:1:pos:R:3:forces:R:3:lowdin_charge:R:1
H -0.753182 0.041360 -0.620345 0.1326 -0.1260 -0.1587 0.101
C -1.202500 2.509698 -0.409549 0.3173 0.3858 0.1000 0.004
H -1.045659 3.014452 -1.351443 0.0863 -0.0604 -0.0642 0.128
H -5.119833 -1.208058 0.038417 -0.0346 -0.0887 0.0045 0.092
C 1.810084 3.388758 1.492234 -0.0802 -0.0493 -0.2290 -0.025
H 3.647771 3.325574 -1.878285 0.0111 -0.0240 -0.0914 0.103
O -1.311417 0.424720 2.388074 -0.0745 -0.0886 -0.2055 -0.293
H -0.063558 -3.834514 2.264416 -0.0195 0.0249 0.0616 0.125
H 1.293250 3.392776 2.440116 -0.0652 -0.0217 0.1188 0.120
C -3.040344 0.871159 0.452782 0.4601 0.2471 -0.0412 -0.139
H 2.831756 -5.899041 -0.118622 -0.0540 -0.0648 0.0553 0.074
H 4.783760 4.158761 0.108120 0.0817 0.0279 -0.0093 0.104
S -2.313025 -0.258558 1.607789 -0.0629 0.2176 -0.6206 0.705
C -2.507411 1.920942 -0.276042 -0.4104 -0.6614 0.5764 -0.220
H -0.429041 -1.649766 -1.060673 -0.0921 0.0870 -0.0063 0.140
H -0.319616 -2.171048 2.834188 0.0561 -0.0492 0.0542 0.120
C -5.411426 -0.214952 0.375997 -0.2215 -0.0118 -0.0021 -0.019
H 3.860692 -6.207099 -1.520829 0.0695 -0.1250 -0.0466 0.074
C 1.118626 2.942109 0.366902 0.4015 0.1232 -0.2836 -0.138
H 1.562126 -0.551255 -0.001617 0.0576 0.0493 -0.0245 0.097
H 3.749082 -3.805383 -2.146992 -0.0497 0.0329 -0.0015 0.109
C 1.419586 -3.312234 0.077714 0.2192 0.3503 0.3610 -0.416
C -1.483506 -2.710338 1.115046 -0.1372 -0.6020 0.4964 -0.183
C 1.794729 2.138956 -3.144499 0.1317 -0.1153 -0.4269 -0.251
H 3.624756 4.188510 2.293555 0.0356 0.0325 0.0823 0.101
H -0.477750 2.049329 1.495715 -0.0134 0.0517 -0.0358 0.096
N -4.604263 1.673722 -0.933021 -1.1002 -0.6300 0.1376 0.113
H 2.692912 1.532191 -2.963096 -0.0660 0.1219 0.0323 0.117
C 0.829841 1.393031 -4.053495 0.1989 0.2304 0.3489 -0.053
C 3.931858 -1.220870 -1.253487 0.0065 -0.1787 0.1882 -0.068
C 3.019074 -4.225492 -1.454094 -0.1282 -0.2895 -0.0655 -0.203
H 3.003814 -0.720535 -1.519217 -0.0804 0.0735 -0.0222 0.055
O -3.462896 2.383782 -1.102511 1.0833 0.1899 0.2909 0.027
H 1.863533 -2.258280 1.887702 -0.0531 0.0275 -0.0994 0.140
H 1.308433 1.177920 -5.004436 0.0281 -0.0341 -0.1070 0.078
H 4.465257 -5.224006 -0.183279 0.1099 -0.0161 0.0534 0.067
C -0.538416 -0.951484 -0.223781 0.4514 0.4940 -0.2084 -0.161
C 3.116409 3.341516 -0.939577 -0.0508 -0.0661 -0.3052 -0.019
C 1.033706 -2.318877 1.174453 -0.0602 -0.0679 0.2001 -0.210
H -6.362841 0.059297 -0.070587 -0.0492 -0.0259 -0.0275 0.086
H -5.489496 -0.251618 1.459235 -0.1036 -0.0155 -0.0245 0.077
H 2.099147 3.086331 -3.610286 0.0280 -0.1013 0.1121 0.128
H 2.117777 -4.497408 -2.007286 0.1859 0.0820 -0.0355 0.119
C 3.693917 -2.256396 -0.150182 0.0452 0.3601 -0.0498 -0.203
N 2.651215 -3.201051 -0.485117 0.1370 -0.1311 -0.2534 -0.063
H 4.642261 -0.475774 -0.904232 0.0944 0.1106 -0.0226 0.078
H 4.334643 -1.684699 -2.150248 0.0417 -0.0110 -0.0970 0.066
H 0.524666 0.460187 -3.586540 -0.0279 -0.1194 0.0058 0.073
C -0.204235 -2.800065 1.948506 0.0638 -0.1558 -0.2457 -0.112
O -3.360630 -0.899375 2.343168 -0.0975 -0.1519 -0.1467 -0.272
C 3.114893 3.833511 1.411428 0.1635 0.0656 0.0460 -0.089
C -0.243233 2.469679 0.527197 -0.5954 -0.0258 -0.1709 -0.016
H 0.595289 -0.232533 1.441345 0.1571 -0.0200 -0.0804 0.104
O 0.658823 -4.192408 -0.286346 -0.3398 -0.3246 -0.0406 0.057
H -0.056539 1.995907 -4.229409 -0.1006 0.0422 -0.0654 0.080
C 1.798336 2.903578 -0.871099 0.0716 0.0107 0.3266 -0.210
H 3.446051 -1.739313 0.775067 0.0384 -0.0891 -0.0046 0.108
C -4.378434 0.764005 -0.024136 0.2014 0.2997 -0.1834 -0.315
C 3.584332 -5.468577 -0.773399 -0.1125 0.2145 -0.0955 -0.065
O 1.118740 2.388274 -1.927441 -0.0847 0.0488 0.1778 -0.069
N -1.680259 -1.389648 0.547974 -0.7037 0.6089 0.5993 -0.216
C 0.741723 -0.922403 0.609677 0.0424 -0.0603 -0.0948 -0.115
H -2.355106 -2.919158 1.735559 0.0784 -0.2025 -0.0631 0.115
C 3.763754 3.814003 0.189435 -0.0697 -0.0135 0.1207 -0.080
H -1.439423 -3.425800 0.290770 -0.0774 0.1537 0.0968 0.122
H 4.622331 -2.814009 0.018308 -0.0716 0.0540 0.1093 0.121
```
Positions in Å, forces in eV/Å.

## Properties
Kohn-Sham gap ... 8.228 eV
E ... -50965.202 eV
HOMO ... -8.34 eV
SMILES ... CCOc1ccccc1/C=C/c1onc(C)c1S(=O)(=O)N1CCC(C(=O)N(CC)CC)CC1
Energy relative to the best compared isomer or geometry (same formula, charge and spin) ... 362.8 kJ/mol
Molar mass ... 475.6 g/mol


[3]
# C24H33N5O5S

C24H33N5O5S as an isolated structure (the ωB97M-V functional and the def2-TZVPD basis, the Open Molecules 2025 dataset).

```
68
Properties=species:S:1:pos:R:3:forces:R:3:lowdin_charge:R:1
H -4.559956 -3.206469 -0.659554 -0.0765 0.0280 -0.0682 0.087
C 1.308066 -1.969157 -0.801716 -0.1699 -0.1843 -0.0769 -0.425
C 0.222336 3.375669 -0.635255 -0.0502 0.1171 0.1575 -0.315
N -0.167428 2.059092 -0.172855 -0.0347 0.2385 0.0589 0.098
C 0.016704 0.935696 -0.891897 -0.2728 0.0480 0.4379 -0.526
C -6.705568 -0.892081 1.708207 -0.2039 -0.0803 0.4297 -0.246
H -0.652995 -3.987614 -0.768043 -0.0188 0.0296 -0.1582 0.126
H -7.750064 -0.955485 1.390137 0.1587 -0.0800 0.0502 0.124
O 6.488360 -2.140869 0.698373 -0.0212 -0.1723 -0.1086 0.052
C -2.789379 0.376193 -0.778678 -0.0485 -0.0936 0.1463 -0.032
C -6.609310 -0.092115 3.004157 0.0834 -0.1141 -0.3998 -0.063
H 2.157038 5.239326 -1.251503 0.0856 0.0105 -0.0557 0.117
H 0.844940 7.249432 -0.656404 -0.0183 0.0580 0.0724 0.108
N 3.857783 0.162983 1.287187 0.3339 -0.0430 0.0832 -0.258
H 5.066209 -3.169622 -0.332419 -0.1210 -0.0036 -0.0207 0.092
C -3.734419 -3.197081 -1.368327 -0.0127 0.0002 -0.0391 -0.106
O -2.562683 -3.389133 -0.618751 0.0752 -0.0563 0.1670 -0.192
O -6.049858 -0.259281 0.626966 0.1883 0.1291 -0.2188 -0.048
H 0.024521 -0.344556 0.848629 -0.1695 0.0230 -0.1349 0.098
H -7.175631 -0.591750 3.785209 -0.0510 -0.0432 0.1137 0.078
C 3.640793 -1.817401 0.089666 -0.6285 0.2245 0.1212 -0.272
C 4.460969 -0.922523 0.849053 -0.7375 0.1632 -0.1655 -0.257
C -0.809331 -2.137340 -1.860898 -0.1280 -0.5225 -0.1444 -0.095
C 5.893331 -1.159265 1.113523 0.4260 0.2775 0.2850 -0.485
H -0.200821 5.613125 -2.186233 -0.0180 0.0286 -0.0961 0.116
H -1.393849 4.400024 0.348232 -0.0672 -0.0221 0.0827 0.120
H 5.936236 0.596992 2.148598 0.0262 0.0123 0.0141 0.090
H 0.604587 3.233769 -1.651103 -0.0341 0.0465 0.1041 0.155
N 6.480004 -0.193584 1.848914 0.1217 0.1349 0.1209 0.173
H -1.758341 3.900923 -1.307307 -0.0461 -0.0661 0.0483 0.115
H -1.580264 -4.110639 -2.278922 0.0087 -0.0067 0.0224 0.125
S 2.305513 0.206638 0.843841 0.4057 -0.4538 -0.0644 1.099
N 0.027407 -1.514432 -0.851719 -0.1561 -0.0192 0.1459 0.005
C -0.982728 4.316402 -0.661367 0.1980 -0.0152 -0.3639 -0.149
H 3.449133 -3.469808 -1.029043 0.1209 0.0634 0.0811 0.092
H -3.736766 -2.239483 -1.900016 -0.0143 0.0141 -0.0018 0.083
H -4.817746 0.920915 -1.206056 -0.0828 0.0695 -0.0778 0.122
C -1.390572 -3.484549 -1.396388 0.1963 0.0454 -0.1581 -0.178
H -0.555888 1.994371 0.754796 -0.0494 -0.1227 -0.0162 0.156
C 1.741216 5.330922 -0.246226 -0.1224 0.0592 0.3303 -0.198
H -3.871259 -4.006270 -2.096992 -0.0130 0.0138 0.0115 0.091
C -2.481038 -1.018666 1.135244 0.0970 0.2416 -0.2042 -0.014
N 4.078338 -2.974106 -0.411413 0.2229 -0.4469 -0.2900 0.172
O 1.618815 -2.975303 -1.443709 0.0158 -0.0887 -0.0906 0.041
C 1.325897 3.950718 0.254109 0.1137 -0.0073 -0.4104 -0.152
H -1.426592 6.364977 -1.162095 -0.0027 0.0092 -0.0978 0.109
H -1.834660 -1.577832 1.794637 0.0849 -0.0920 0.0734 0.129
H -2.387857 0.919981 -1.621853 0.0190 0.0813 -0.0983 0.124
H -4.221925 -1.581547 2.208733 -0.0846 -0.0316 0.0843 0.110
H 2.181149 3.272791 0.256067 -0.0090 -0.0453 0.0466 0.100
H -5.575366 0.006840 3.325455 0.0574 0.0149 0.0825 0.066
H -7.018462 0.903631 2.852909 -0.0452 0.0807 0.0181 0.080
C -4.148699 0.383047 -0.553047 -0.1698 -0.0409 0.0645 0.008
H 7.458474 -0.259492 2.070640 -0.0694 -0.0497 -0.0486 0.115
H -0.182516 -2.324424 -2.737212 -0.1627 0.1019 0.0589 0.134
H 0.160049 6.409595 0.736585 -0.0186 0.0593 0.0706 0.113
H 2.518392 5.739015 0.402463 0.0750 -0.0005 -0.0678 0.109
C -1.934359 -0.326359 0.065728 0.0081 0.0456 0.2548 -0.196
H -1.606493 -1.447912 -2.131840 0.0562 -0.0471 -0.0710 0.117
O 0.482619 0.909135 -2.008928 0.0923 -0.1250 -0.3535 0.097
C 0.540586 6.271882 -0.278204 0.1245 -0.0022 -0.3105 -0.210
H -6.325920 -1.911504 1.848279 -0.0531 0.0686 -0.0757 0.116
C -4.696616 -0.318458 0.523601 0.1973 0.0908 -0.1294 -0.272
H 0.955171 4.028536 1.279548 -0.0290 -0.0252 0.1128 0.122
C -3.843676 -1.019537 1.370153 -0.3392 -0.0500 0.1215 -0.015
C -0.438481 -0.338202 -0.147071 0.2465 0.0045 -0.2071 -0.202
C -0.563589 5.696440 -1.159815 -0.1227 0.0569 0.3285 -0.200
C 2.334209 -1.312089 -0.001790 0.6332 0.4613 0.4235 -0.282
```
Positions in Å, forces in eV/Å.

## Properties
Kohn-Sham gap ... 8.042 eV
E ... -53948.624 eV
HOMO ... -7.98 eV
Energy relative to the best compared isomer or geometry (same formula, charge and spin) ... 25.1 kJ/mol
Molar mass ... 503.6 g/mol